Entry from the OMol25 dataset: C31H51Cl2GaN4P as an isolated structure (ωB97M-V with the def2-TZVPD basis set).

**HOMO energy**: -1.93 eV
**LUMO energy**: 2.44 eV
**Charge**: -1
**Frontier orbital gap**: 4.375 eV
**2S+1**: 1
**M**: 651.38 g/mol

Geometry (Å):
P -0.2950 1.2268 -2.2112
C -1.9539 0.5432 -2.6826
C -2.5826 1.0985 -3.9671
C -4.0307 0.5906 -4.0995
C -4.1590 -0.9313 -3.9775
C -3.4403 -1.5036 -2.7533
C -1.9965 -1.0008 -2.6334
C 1.1486 0.5038 -3.1099
C 1.1269 0.5664 -4.6397
C 2.4548 0.0180 -5.1947
C 2.8157 -1.3761 -4.6650
C 2.7333 -1.4852 -3.1405
C 1.4159 -0.9293 -2.5833
C -0.2445 3.0642 -2.1722
C -1.3932 3.5939 -1.2800
C -1.2770 5.0910 -0.9387
C 0.0979 5.5015 -0.4085
C 1.2314 5.0174 -1.3234
C 1.1499 3.5241 -1.6671
H -2.5704 0.9000 -1.8256
H -1.9885 0.7895 -4.8395
H -2.5760 2.1972 -3.9478
H -4.4531 0.9304 -5.0513
H -4.6247 1.0532 -3.3029
H -5.2180 -1.2078 -3.9472
H -3.7339 -1.3924 -4.8765
H -3.9803 -1.2107 -1.8445
H -3.4394 -2.5992 -2.7908
H -1.5534 -1.3601 -1.6916
H -1.4047 -1.4237 -3.4593
H 1.9982 1.1362 -2.7687
H 3.2549 0.7126 -4.9077
H 0.9890 1.6041 -4.9742
H 0.2779 -0.0149 -5.0283
H 2.4191 0.0040 -6.2902
H 3.8249 -1.6391 -4.9995
H 2.1298 -2.1101 -5.1056
H 2.8404 -2.5299 -2.8253
H 3.5612 -0.9238 -2.6873
H 1.4369 -0.9260 -1.4811
H 0.5966 -1.5973 -2.8890
H -0.3960 3.3464 -3.2326
H -2.3645 3.4137 -1.7675
H -1.3979 3.0132 -0.3410
H -1.4936 5.6648 -1.8483
H -2.0494 5.3466 -0.2066
H 0.2467 5.1104 0.6074
H 0.1439 6.5927 -0.3339
H 2.2004 5.2175 -0.8545
H 1.2029 5.5902 -2.2593
H 1.9169 3.2867 -2.4203
H 1.3932 2.9367 -0.7638
Ga -0.1021 -0.7115 2.3939
Cl 1.7495 0.2911 1.6683
Cl -1.8686 0.5614 1.9625
C -0.5406 -2.3963 1.5466
H -1.6061 -2.5301 1.3445
C 0.3094 -3.4502 1.1845
C 1.7503 -3.3549 1.2646
C 2.5366 -4.4869 1.1163
C 1.9619 -5.7377 0.8244
C 0.5689 -5.8431 0.6448
C -0.2394 -4.7289 0.7939
H 2.2025 -2.3843 1.4859
H 3.6184 -4.4199 1.2489
H 0.1318 -6.8159 0.4114
H -1.3231 -4.8075 0.6917
H 2.5913 -6.6240 0.7554
C 0.1773 0.9981 4.7113
N 0.1648 -0.4931 4.3730
C -0.9313 -1.1332 5.1913
N -0.7334 -0.9090 6.6321
C -0.7142 0.5459 6.8887
N 0.3732 1.2176 6.1481
C 1.6648 0.6168 6.5392
N 1.6891 -0.8383 6.2825
C 1.4855 -1.0798 4.8491
C 0.5775 -1.4647 7.0302
H -0.7858 1.4228 4.4067
H 0.9911 1.4759 4.1521
H -0.9266 -2.2128 4.9973
H -1.8862 -0.6964 4.8845
H -0.5561 0.7076 7.9623
H -1.6755 0.9733 6.5736
H 2.4619 1.0944 5.9549
H 1.8218 0.7891 7.6128
H 1.4681 -2.1611 4.6689
H 2.2956 -0.6169 4.2751
H 0.7254 -1.2770 8.1026
H 0.5819 -2.5442 6.8278

Force components x, y, z for each atom (eV/Å):
0.5 -1.5 2.9
0.0 0.7 -0.3
-0.3 -0.4 0.1
0.1 0.2 0.0
0.2 0.0 -0.1
0.1 0.2 0.1
0.1 0.2 0.0
-0.2 0.4 -0.3
0.4 -0.3 0.0
-0.1 0.1 0.0
-0.2 0.0 0.0
-0.1 0.2 0.1
0.0 0.1 -0.1
-0.2 0.3 -1.2
0.2 -0.2 0.2
0.0 -0.2 -0.3
0.1 -0.2 -0.1
-0.2 -0.1 -0.2
-0.3 -0.3 0.2
0.3 -0.2 -0.4
-0.1 0.0 0.1
0.0 -0.2 0.0
-0.1 0.0 0.1
0.0 0.0 0.0
0.1 0.0 -0.1
0.0 0.0 0.0
0.0 0.0 0.0
-0.1 0.1 0.0
-0.1 0.1 -0.2
-0.1 0.1 0.1
-0.4 -0.3 0.0
0.0 0.0 0.0
0.0 -0.2 0.0
0.1 0.0 0.1
0.1 0.0 0.1
-0.1 0.0 0.0
0.0 0.0 0.0
0.1 0.2 0.0
0.0 -0.1 0.0
-0.1 0.0 -0.4
0.2 0.2 0.1
0.1 0.8 0.4
0.3 0.0 0.1
0.0 0.1 -0.2
0.0 0.1 0.0
0.0 0.0 -0.1
0.0 -0.1 -0.2
0.0 0.0 0.1
-0.1 0.0 -0.1
0.0 0.0 0.1
-0.2 0.0 0.2
-0.1 0.1 -0.2
-0.5 -1.7 -2.4
0.4 0.5 0.3
-0.3 0.6 0.4
0.0 0.7 0.5
0.1 0.0 0.1
0.1 -0.2 0.4
-0.3 -0.5 0.0
-0.4 -0.2 0.0
0.2 -0.2 0.0
0.3 0.5 0.1
0.5 0.1 -0.1
-0.1 -0.3 -0.1
-0.2 0.0 -0.1
0.0 0.2 0.0
0.2 0.0 0.0
-0.1 0.2 -0.1
0.0 -0.3 0.5
0.4 0.7 1.4
0.2 0.0 0.3
0.3 0.2 -0.3
0.3 -0.2 -0.3
0.0 -0.3 -0.2
-0.4 -0.2 -0.1
-0.4 0.1 -0.1
-0.2 0.2 0.3
0.0 0.3 -0.3
0.2 -0.2 -0.1
-0.2 -0.2 0.0
0.0 0.3 -0.2
0.1 -0.1 -0.1
-0.1 0.0 -0.2
0.2 -0.1 0.1
-0.1 -0.1 0.2
0.0 0.0 -0.3
-0.1 0.2 -0.1
-0.2 -0.1 0.0
0.0 -0.1 -0.2
0.0 0.2 0.1